1.
52
Properties=species:S:1:pos:R:3:forces:R:3 method="wB97M-V/def2-TZVPD" total_charge=0 lumo_energy_ev="-2.857 / -2.833" gap_ev="3.907 / 3.938" relative_energy_ev=2.8097
Ir -0.70975 0.34818 0.25476 -0.7 -2.4 -1.8
O -0.50204 -3.21766 -4.66185 0.2 0.0 0.0
C -0.24555 -2.60706 -3.65981 -0.3 0.0 0.0
C 0.35250 -1.20589 -3.56788 0.4 -0.1 0.4
O 1.06347 -0.68029 -4.39182 -0.2 0.3 -0.2
C -0.02591 -0.73251 -2.22380 -1.3 -3.5 -0.2
C -0.46827 -1.83728 -1.42250 0.9 0.7 -3.3
O -0.73126 -1.68981 -0.19332 -0.2 0.6 2.6
C -0.55832 -3.05994 -2.23541 0.1 0.5 0.2
O -0.84561 -4.18274 -1.89250 -0.1 -0.2 0.2
O -0.06462 0.44338 -1.77199 0.1 2.2 2.2
C -3.86735 -0.50303 4.40497 -0.4 0.3 0.2
N -2.93012 -1.12970 3.50024 -0.3 -0.2 0.3
C -3.13797 -2.52772 3.18020 0.0 -0.7 -0.1
C -2.09363 -0.44367 2.80669 0.9 0.8 -0.4
N -1.28432 0.14926 2.21804 -0.2 -1.1 0.0
H -4.88087 -0.55362 3.99914 0.0 0.0 0.0
H -3.60849 0.54293 4.54886 0.1 0.0 0.0
H -3.83982 -1.01788 5.36709 0.0 0.1 -0.1
H -4.14203 -2.67466 2.77706 0.0 0.0 0.0
H -3.01643 -3.13144 4.08037 0.0 0.0 0.0
H -2.41727 -2.84723 2.43185 0.0 0.0 0.0
O 0.01454 2.90157 0.75602 -2.4 0.4 -0.7
N -0.94637 2.20703 0.35569 5.0 0.1 1.6
C -5.61440 4.62701 -1.46356 0.0 0.1 0.1
C -4.35153 4.05451 -0.92453 -0.1 -1.2 -0.1
C -3.25041 4.83921 -0.53614 1.0 -0.1 0.4
C -2.11394 4.20999 -0.11512 -0.1 0.5 -0.1
N -2.05012 2.83800 -0.07051 -2.1 1.7 -0.8
C -3.19783 2.11803 -0.45385 1.2 -2.6 0.6
S -3.22511 0.42775 -0.38603 1.2 0.8 0.0
N -4.27483 2.73386 -0.85594 -1.5 1.8 -0.5
H -5.76933 5.64387 -1.10995 -0.1 0.0 0.0
H -6.45049 3.98551 -1.19371 0.0 0.0 0.0
H -5.55634 4.64119 -2.55292 0.0 0.0 -0.1
H -3.29216 5.91500 -0.57468 0.1 0.1 0.0
H -1.21026 4.71952 0.18931 0.0 -0.1 0.0
C 1.71230 -0.40066 0.99677 -3.1 2.1 0.6
C 2.27357 -1.02868 -0.10886 1.2 -1.5 -2.3
C 2.98948 -0.29808 -1.10446 -0.6 -0.3 1.0
C 3.53164 -0.92097 -2.19174 0.1 -0.7 -0.4
C 3.37490 -2.30849 -2.36402 -0.6 0.7 1.3
C 2.66797 -3.05618 -1.40586 0.5 0.1 -0.6
C 2.13967 -2.43834 -0.30666 0.1 1.2 0.7
C 3.96316 -2.95325 -3.46407 0.4 -0.4 -0.8
N 4.46944 -3.48535 -4.34656 0.1 -0.1 -0.2
H 1.93483 0.63516 1.20702 0.5 -0.1 0.2
H 1.34620 -1.00295 1.81314 0.1 0.0 0.2
H 3.09661 0.76887 -0.98199 0.0 0.1 0.0
H 4.08302 -0.36516 -2.93505 0.0 0.1 -0.1
H 2.55205 -4.12035 -1.55353 0.0 -0.1 0.0
H 1.60312 -3.01289 0.43500 -0.1 0.0 0.0

***

2.
43
Properties=species:S:1:pos:R:3:forces:R:3 method="wB97M-V/def2-TZVPD" total_charge=0 lumo_energy_ev=-1.095 gap_ev=6.277 smiles="O=[N+]([O-])c1cccc([C@@H]2CC(c3ccccc3)=NN2c2ccccc2)c1" relative_energy_ev=5.2688
O -3.87829 -0.07875 -3.67878 -0.3 0.4 -0.7
N -3.69595 1.12736 -3.69776 -3.5 0.9 -1.9
O -4.40582 1.95216 -4.32099 1.2 -1.4 0.7
C -2.71239 1.62208 -2.86902 3.9 0.4 3.4
C -2.40115 2.96728 -2.55486 0.4 -0.9 -1.3
C -1.27943 3.27794 -1.74592 -0.9 -0.7 -0.2
C -0.57562 2.34285 -1.06284 -1.4 -3.9 -0.5
C -0.99204 0.95298 -1.29605 1.6 0.6 1.3
C -0.29146 -0.28373 -0.61069 0.6 2.1 -4.2
C -1.12638 -1.05829 0.35404 0.9 -0.4 0.4
C -0.20929 -0.90961 1.54715 2.6 2.5 0.6
C -0.52464 -1.41811 2.88251 -1.5 -0.3 -0.3
C 0.48407 -1.42579 3.83490 0.0 -0.5 1.4
C 0.13084 -2.01817 5.03998 0.6 0.2 1.4
C -1.12902 -2.55540 5.24789 1.5 -0.7 2.7
C -2.08203 -2.70380 4.33956 -1.6 0.5 -2.7
C -1.84283 -2.00429 3.14077 3.0 -0.2 0.4
N 0.96738 -0.22947 1.28367 -3.5 -3.4 3.4
N 0.98617 0.09039 0.03163 0.0 0.8 -3.4
C 2.18222 0.32864 -0.72294 1.9 -0.4 0.7
C 3.49887 0.20117 -0.20756 -0.3 -0.9 0.9
C 4.69713 0.26926 -0.91516 -1.5 -0.4 1.1
C 4.57638 0.52297 -2.24564 1.2 0.7 -0.6
C 3.37233 0.76210 -2.82882 -1.4 0.0 0.0
C 2.22279 0.62244 -2.07290 -3.5 0.2 -0.6
C -1.93984 0.59831 -2.22362 0.1 2.0 0.1
H -2.88083 3.74283 -3.13214 -0.3 0.1 0.2
H -0.88704 4.23195 -1.57738 -0.3 1.8 -0.3
H 0.24490 2.55369 -0.40084 0.1 0.1 0.1
H -0.04891 -0.90522 -1.51616 0.0 0.3 0.8
H -0.94283 -2.10844 0.03689 -1.3 0.3 0.4
H -2.20934 -0.69849 0.44629 1.6 -0.8 -0.1
H 1.49378 -1.01205 3.68780 -0.7 -0.3 -0.2
H 0.78108 -2.13294 5.94203 -0.1 0.5 -1.2
H -1.38473 -2.96891 6.21086 0.5 -0.2 0.4
H -2.90673 -3.39759 4.61082 0.2 1.1 -0.8
H -2.44842 -2.04602 2.29482 -1.3 -0.1 -1.0
H 3.66363 -0.18936 0.75521 -0.4 -0.1 1.5
H 5.61937 0.01357 -0.36853 -0.5 0.4 -0.6
H 5.45008 0.63410 -2.80427 1.3 0.0 -1.1
H 3.23006 1.06549 -3.85807 0.4 -0.2 0.0
H 1.19384 0.70886 -2.52292 1.4 0.2 -0.1
H -1.99991 -0.44400 -2.45297 -0.6 -0.3 -0.2

***

3.
47
Properties=species:S:1:pos:R:3:forces:R:3 method="wB97M-V/def2-TZVPD" total_charge=+3 lumo_energy_ev="-11.350 / -11.934" gap_ev="6.167 / 5.611" multiplicity=4
Re 0.16597 0.68563 0.65962 0.2 -2.1 -2.6
N 0.35985 -2.43941 1.90131 -2.0 1.3 -0.9
C -0.97956 -1.93017 1.72154 1.6 -0.2 0.6
C -2.02112 -2.74160 2.22367 1.7 0.3 -0.3
C -3.26475 -2.21906 2.20959 -1.5 0.5 0.3
C -3.55552 -0.94128 1.71334 0.6 0.4 -0.2
C -2.50151 -0.21765 1.23695 -0.8 1.2 -0.5
N -1.22012 -0.67518 1.20813 0.2 -1.4 1.1
C 1.56199 -1.79437 1.66685 0.0 0.0 -0.9
C 2.76404 -2.52334 1.49186 -0.6 0.8 0.3
C 3.97613 -1.89293 1.32371 -0.7 1.1 -0.2
C 3.99755 -0.44749 1.32276 1.0 -1.0 1.4
C 2.78995 0.19857 1.44935 1.5 1.4 0.3
N 1.58261 -0.42825 1.51142 -0.1 -1.7 0.2
H 0.28392 -3.42654 2.14907 0.9 0.3 -0.2
H -1.78824 -3.70337 2.69883 -0.2 0.4 -0.3
H -4.07572 -2.73279 2.67135 -0.4 -0.6 0.2
H -4.54649 -0.48615 1.74026 0.3 -0.3 0.0
H -2.65001 0.81826 0.85230 0.1 -0.9 0.3
H 2.62711 -3.57228 1.44209 0.3 -1.0 0.2
H 4.90495 -2.45232 1.20577 -0.3 0.1 0.0
H 5.02857 0.00042 1.50943 -1.8 0.0 -0.7
H 2.72963 1.28956 1.67263 0.2 -0.7 -0.6
N -0.85706 3.37552 1.12045 0.8 1.2 -1.2
C -1.05495 4.34882 2.06550 -0.8 -1.6 -0.4
C -0.85705 3.73012 3.31793 -0.4 -0.6 0.0
C -0.49383 2.40575 3.05366 0.7 2.5 -1.1
N -0.32955 2.22430 1.70588 -2.3 3.2 2.3
H -0.93104 3.46093 0.04299 0.2 -0.2 2.1
H -1.49589 5.33378 1.80995 0.6 -0.8 0.1
H -1.06864 4.12944 4.31539 0.3 0.0 -0.6
H -0.12212 1.66320 3.68447 0.2 -1.0 1.1
O -1.04148 2.30754 -1.72168 1.1 -1.6 0.7
C -0.42167 1.32316 -2.11781 0.5 -0.5 -0.4
N 0.34329 0.36869 -1.24346 -0.7 1.1 0.3
C 0.81373 -0.71916 -2.01134 1.3 -2.7 0.7
O 1.31073 -1.71732 -1.48547 -0.8 2.0 -0.5
C 0.53387 -0.44537 -3.40129 -0.6 0.3 -1.5
C 0.78493 -1.27668 -4.53958 0.7 1.0 1.7
C 0.30541 -0.80119 -5.75024 -1.3 1.1 -0.3
C -0.36311 0.48312 -5.80914 -0.2 -1.0 0.7
C -0.66674 1.26754 -4.69051 0.5 -0.8 0.7
C -0.21004 0.76833 -3.46173 0.2 -0.5 -0.7
H 1.45101 -2.15213 -4.38487 -0.9 0.4 -0.4
H 0.27293 -1.42345 -6.66070 0.5 0.5 0.5
H -0.80186 0.80341 -6.72903 0.1 0.0 -0.7
H -1.27011 2.17339 -4.69123 0.2 -0.2 -0.4

***

4.
54
Properties=species:S:1:pos:R:3:forces:R:3 method="wB97M-V/def2-TZVPD" total_charge=+1 lumo_energy_ev="-4.397 / -4.285" gap_ev="6.270 / 6.196" relative_energy_ev=0.2126
W 0.28683 -0.36770 0.53185 -0.1 -0.3 0.2
O 3.62385 -0.30589 -2.11509 -0.1 0.0 0.0
C 2.74427 -0.55484 -1.17474 0.0 0.2 -0.2
O 1.75784 0.16539 -0.97078 0.0 0.0 0.0
C 2.92438 -1.71129 -0.33042 0.1 -0.3 0.2
C 3.90171 -2.69245 -0.42015 0.0 0.2 -0.2
C 3.81468 -3.78436 0.42165 -0.1 -0.1 0.1
C 2.72719 -3.89341 1.28764 0.1 0.0 -0.1
C 1.79780 -2.87677 1.30690 0.0 0.0 0.1
N 1.92247 -1.78120 0.55898 0.0 0.1 0.0
C 0.50141 -2.89334 2.06533 0.0 0.0 -0.1
O 0.25663 -3.69087 2.92496 0.0 0.0 0.1
O -0.29643 -1.92130 1.65777 0.1 0.2 -0.1
H 3.34889 0.47550 -2.62303 0.1 0.0 0.0
H 4.69216 -2.59561 -1.15135 0.0 0.0 0.0
H 4.56017 -4.56609 0.38055 0.0 0.0 0.0
H 2.57290 -4.75616 1.92079 0.0 0.0 0.0
O -1.76258 -3.06494 -1.05340 0.1 0.0 0.1
C -1.50237 -1.91628 -1.25602 -0.1 0.1 -0.1
O -0.26133 -1.40966 -1.03830 -0.3 0.1 0.0
C -2.49070 -0.92527 -1.84267 0.1 0.0 0.0
C -1.80544 0.06430 -2.80486 0.0 0.0 0.0
C -2.85809 0.77337 -3.65956 0.0 0.0 0.0
C -3.47083 1.75862 -2.63205 0.0 0.0 0.0
C -2.66229 1.42186 -1.37809 0.0 0.0 0.0
O -1.36257 1.10150 -1.91039 0.0 0.0 -0.1
C -3.13074 0.06863 -0.80629 0.1 0.0 0.0
C -2.70064 -0.13827 0.63585 0.1 0.1 0.0
O -3.39500 -0.65738 1.45634 0.0 0.0 0.1
O -1.48195 0.38440 0.94530 -0.1 -0.1 -0.3
H -3.26089 -1.51747 -2.33031 0.0 0.0 0.0
H -0.95590 -0.34203 -3.34585 0.0 0.0 0.0
H -2.38602 1.30412 -4.48409 0.0 0.0 0.0
H -3.58382 0.07563 -4.07413 0.0 0.0 0.0
H -3.30608 2.79278 -2.92799 0.0 0.0 0.0
H -4.53888 1.61314 -2.47929 0.0 0.0 0.0
H -2.57679 2.22057 -0.64586 0.0 0.0 0.0
H -4.21364 -0.02628 -0.81033 0.0 0.0 0.0
N 0.67266 0.65942 4.72103 -0.1 0.0 0.0
C 0.54628 -0.29829 3.80393 0.1 0.0 0.0
N 0.70244 0.25857 2.61238 0.0 -0.1 0.0
C 0.86916 1.57944 2.88573 0.0 0.1 -0.1
N 0.85881 1.86725 4.15927 0.1 0.0 0.1
C 0.91398 2.48808 1.75742 0.0 0.1 0.0
C 1.12681 3.85634 1.85821 0.0 0.0 0.1
N 1.10925 4.64174 0.79478 0.0 0.0 0.0
C 0.86936 4.05580 -0.37586 0.0 0.1 0.1
C 0.66640 2.69272 -0.49864 0.0 -0.1 -0.1
N 0.69612 1.89685 0.57588 0.0 -0.1 0.1
H 0.60571 0.57596 5.72369 0.0 0.0 0.0
H 0.33805 -1.33420 4.01745 0.0 0.0 0.0
H 1.30953 4.30406 2.82740 0.0 0.0 0.0
H 0.83712 4.69883 -1.24565 0.0 -0.1 0.0
H 0.44813 2.22642 -1.44589 0.0 0.0 0.0

***

5.
54
Properties=species:S:1:pos:R:3:forces:R:3 method="wB97M-V/def2-TZVPD" total_charge=+1 lumo_energy_ev="-4.321 / -4.689" gap_ev="6.112 / 7.407" relative_energy_ev=0.4864 multiplicity=3
W 0.20593 -0.42747 0.32925 -0.2 0.4 1.8
O 3.80677 -0.19583 -1.82954 0.4 0.1 -0.3
C 2.79924 -0.50086 -1.07325 0.7 -0.7 0.4
O 1.70959 0.04227 -1.16260 -0.7 0.6 -0.2
C 2.95633 -1.59510 -0.09823 0.3 0.1 -0.3
C 4.03410 -2.44142 0.05243 0.1 0.0 -0.1
C 3.87486 -3.56165 0.86134 0.2 0.1 -0.1
C 2.65101 -3.80121 1.45316 -0.4 0.0 0.1
C 1.62130 -2.88965 1.26758 0.0 0.1 0.1
N 1.79915 -1.78168 0.54362 0.3 -0.8 -0.1
C 0.21713 -2.97824 1.81989 -0.3 -0.2 0.2
O -0.14029 -3.83662 2.58266 0.4 0.0 0.0
O -0.51770 -1.98086 1.40730 -0.1 0.2 -0.3
H 3.54230 0.47976 -2.47740 0.1 0.0 0.0
H 4.95810 -2.24321 -0.47194 0.0 0.0 0.0
H 4.69027 -4.25699 0.99797 0.0 0.0 0.0
H 2.46404 -4.68875 2.04232 -0.1 0.0 0.0
O -1.94466 -3.07218 -1.02408 0.0 0.1 -0.2
C -1.64777 -1.95476 -1.32788 -0.2 0.2 -0.1
O -0.38571 -1.48475 -1.22061 0.0 0.1 -0.1
C -2.61715 -0.91438 -1.88290 -0.1 -0.3 0.1
C -1.94117 0.07487 -2.84806 0.0 -0.2 -0.1
C -3.00837 0.82920 -3.65070 0.0 -0.1 0.0
C -3.54103 1.81961 -2.58897 0.0 0.0 0.1
C -2.69875 1.42761 -1.37020 -0.2 0.0 0.1
O -1.44047 1.07257 -1.95263 0.3 0.3 -0.1
C -3.19140 0.08062 -0.80334 -0.2 -0.1 0.2
C -2.71730 -0.15842 0.63179 -0.1 0.0 -0.2
O -3.34891 -0.71931 1.47564 0.0 0.2 -0.2
O -1.49772 0.38692 0.87892 0.2 -0.2 -0.2
H -3.42314 -1.47176 -2.35932 0.0 0.1 0.1
H -1.12025 -0.34867 -3.42190 0.0 0.0 0.0
H -2.55898 1.34883 -4.49507 0.0 0.0 0.0
H -3.77432 0.16039 -4.03922 0.0 0.0 0.0
H -3.34019 2.85228 -2.87026 0.0 0.0 0.0
H -4.60905 1.72496 -2.40177 0.0 0.0 0.0
H -2.55473 2.20239 -0.61988 0.0 0.0 0.0
H -4.27896 0.02374 -0.77436 0.0 0.0 0.0
N 1.08008 0.45805 4.55974 0.0 0.0 0.0
C 0.88771 -0.46296 3.62097 0.0 0.0 -0.2
N 0.85628 0.14143 2.44128 -0.2 0.5 0.1
C 1.00332 1.46694 2.75480 0.0 -0.4 0.3
N 1.15344 1.69298 4.03798 0.0 0.1 -0.3
C 0.94272 2.43000 1.67102 0.0 -0.2 -0.7
C 1.12152 3.79932 1.81140 0.0 -0.2 0.0
N 1.08807 4.60922 0.76454 0.0 0.1 -0.1
C 0.88128 4.05820 -0.42330 0.0 0.0 -0.1
C 0.69566 2.69124 -0.59650 -0.1 -0.1 0.3
N 0.72181 1.86802 0.45659 0.0 0.4 0.1
H 1.14357 0.32579 5.55782 0.0 0.0 0.0
H 0.75129 -1.51103 3.82926 0.0 -0.1 0.0
H 1.29485 4.23607 2.78582 0.0 0.0 0.0
H 0.85247 4.71485 -1.28367 0.0 0.0 0.0
H 0.49385 2.25960 -1.56751 0.0 0.0 0.1